[1]
Here is a molecular structure, C49H55MoN11O6P from the Open Molecules 2025 dataset. Energies are from wB97M-V/def2-TZVPD.

Each line ends with the Mulliken charge.
Positions of all 123 atoms, in Å:
Mo 0.71 0.04 -0.54  0.581
C 4.42 6.55 6.58  -0.874
O 4.38 6.08 5.24  -0.423
C 4.99 4.90 4.96  0.813
C 4.95 4.50 3.63  -0.757
C 5.53 3.31 3.24  0.169
C 6.18 2.52 4.19  0.047
C 6.27 2.94 5.50  -0.731
C 5.66 4.13 5.90  -0.398
N 6.88 1.32 3.84  -0.599
N 6.36 0.44 3.14  -0.371
C 4.98 0.51 2.75  -0.046
C 3.95 0.63 3.64  -0.425
C 2.60 0.56 3.22  -0.932
C 2.29 0.37 1.89  0.363
O 1.05 0.32 1.42  -0.337
C 3.36 0.21 0.97  0.898
N 3.00 0.01 -0.33  0.216
C 3.94 -0.13 -1.23  -0.184
C 5.31 -0.09 -0.92  -1.406
C 5.69 0.10 0.38  -0.665
C 4.70 0.27 1.38  0.245
H 3.87 7.48 6.58  0.237
H 5.45 6.73 6.90  0.358
H 3.94 5.84 7.26  0.353
H 4.46 5.14 2.91  0.451
H 5.50 3.00 2.21  0.399
H 6.83 2.35 6.22  0.418
H 5.73 4.43 6.94  0.419
H 4.16 0.80 4.68  0.457
H 1.81 0.67 3.94  0.512
H 3.62 -0.29 -2.26  0.631
H 6.04 -0.22 -1.70  0.463
H 6.74 0.12 0.67  0.549
O 1.05 -0.25 -2.56  -0.480
C 1.10 0.61 -3.48  -0.457
C 1.02 2.01 -3.35  0.990
C 1.02 2.78 -4.54  -0.494
C 0.93 4.13 -4.47  -0.710
C 0.86 4.80 -3.22  -0.375
C 0.87 4.09 -2.06  -0.682
C 0.93 2.66 -2.07  0.189
O 0.92 2.03 -0.96  -0.407
N 0.91 4.91 -5.70  1.023
O 0.96 4.31 -6.75  -0.616
O 0.83 6.12 -5.59  -0.619
H 1.23 0.21 -4.49  0.358
H 1.08 2.29 -5.51  0.592
H 0.80 5.88 -3.22  0.552
H 0.82 4.57 -1.10  0.574
C 0.17 -3.94 1.34  -1.202
C 0.05 -2.63 0.92  -0.298
N 0.78 -2.15 -0.10  1.399
C 1.63 -2.97 -0.72  -0.707
C 1.78 -4.31 -0.39  0.026
C 1.03 -4.79 0.68  0.022
C 2.73 -5.14 -1.15  -1.077
C 2.51 -6.35 -1.66  -0.602
C 1.25 -7.12 -1.68  0.861
C 1.28 -8.49 -1.94  -0.731
C 0.07 -9.16 -1.95  -0.147
N -1.09 -8.53 -1.73  -0.556
C -1.01 -7.23 -1.51  -0.092
N 0.09 -6.49 -1.47  -0.272
H -0.42 -4.28 2.18  0.500
H -0.62 -1.93 1.39  0.464
H 2.19 -2.54 -1.55  0.564
H 1.14 -5.82 0.99  0.573
H 3.71 -4.72 -1.28  0.484
H 3.35 -6.85 -2.15  0.354
H 2.21 -9.01 -2.12  0.387
H 0.02 -10.22 -2.14  0.417
H -1.94 -6.71 -1.34  0.419
N -1.13 0.02 -0.51  0.725
P -2.71 0.06 -0.52  -2.574
N -3.34 0.69 0.87  1.003
C -3.96 2.01 0.92  -0.173
C -5.03 2.05 2.01  -0.873
C -4.43 1.66 3.36  -0.802
C -3.76 0.29 3.26  -0.832
C -2.73 0.28 2.14  -0.243
N -3.20 0.95 -1.81  0.501
C -4.45 0.68 -2.54  0.055
C -4.32 1.23 -3.95  -1.152
C -4.18 2.76 -3.94  -0.683
C -3.46 3.24 -2.67  -0.833
C -2.49 2.19 -2.16  -0.218
N -3.36 -1.44 -0.63  1.154
C -4.70 -1.77 -0.10  -0.369
C -5.32 -2.89 -0.91  -0.998
C -4.46 -4.16 -0.85  -0.839
C -2.96 -3.83 -1.03  -0.056
C -2.75 -2.41 -1.54  -0.846
H -4.39 2.24 -0.05  -0.021
H -3.20 2.78 1.14  0.315
H -5.82 1.35 1.74  0.256
H -5.47 3.04 2.05  0.396
H -5.20 1.66 4.13  0.446
H -3.69 2.40 3.65  0.290
H -4.52 -0.47 3.05  0.260
H -3.28 0.02 4.20  0.407
H -2.31 -0.72 2.02  -0.195
H -1.89 0.95 2.38  0.458
H -5.31 1.14 -2.04  0.192
H -4.62 -0.40 -2.56  0.026
H -5.18 0.92 -4.55  0.472
H -3.44 0.77 -4.41  0.258
H -5.17 3.22 -3.99  0.431
H -3.64 3.08 -4.83  0.275
H -4.19 3.46 -1.88  0.259
H -2.92 4.17 -2.86  0.431
H -1.94 2.55 -1.29  0.564
H -1.74 1.98 -2.94  -0.059
H -5.33 -0.88 -0.12  0.299
H -4.62 -2.08 0.95  0.314
H -5.44 -2.56 -1.95  0.283
H -6.33 -3.09 -0.54  0.492
H -4.80 -4.87 -1.61  0.347
H -4.62 -4.64 0.12  0.351
H -2.49 -4.52 -1.72  0.486
H -2.43 -3.93 -0.08  -0.155
H -3.17 -2.31 -2.55  0.292
H -1.69 -2.19 -1.62  0.236

Results
* 2S+1: 3
* relative energy (zero: lowest compared OMol25 entry of this formula, charge and spin): 5.2 kcal per mole
* charge: +1
* HOMO (alpha / beta): -9.33 / -9.58 eV
* frontier orbital gap (alpha / beta): 6.0 / 6.2 eV
* E: -91521.147 eV

[2]
Here is 9 unconnected molecules or ions with the total composition C23H45Br4N6O15 from the Open Molecules 2025 dataset. Energies are from wB97M-V/def2-TZVPD.

Each line ends with the Mulliken charge.
Positions of all 93 atoms, in Å:
C -0.18 0.00 3.78  -1.112
C -0.80 -0.36 2.38  -0.232
N 0.21 -0.55 1.20  0.899
C 1.16 -1.78 1.66  -0.686
C -0.58 -0.98 -0.12  -0.058
C -1.59 0.05 -0.67  -1.353
C 1.07 0.69 0.99  -0.188
C 2.22 0.51 -0.05  -0.682
O 3.29 -0.28 0.54  -0.341
C 4.21 -0.80 -0.40  -0.725
H -1.01 0.00 4.49  0.456
H 0.35 0.95 3.68  0.207
H 0.53 -0.73 4.15  0.274
H -1.50 0.41 2.08  0.324
H -1.40 -1.27 2.48  0.117
H 1.68 -2.04 0.74  0.099
H 0.64 -2.64 2.09  0.419
H 1.86 -1.43 2.42  0.128
H -0.97 -1.99 0.02  0.532
H 0.24 -1.06 -0.84  -0.068
H -2.07 -0.23 -1.60  0.592
H -1.03 0.96 -0.89  -0.070
H -2.40 0.27 0.02  0.280
H 1.49 1.08 1.92  -0.086
H 0.48 1.58 0.80  0.503
H 2.53 1.51 -0.34  0.586
H 1.88 0.10 -1.00  0.141
H 4.67 0.04 -0.92  0.273
H 3.69 -1.54 -1.02  0.222
H 5.05 -1.23 0.15  0.309
C -2.89 3.87 -2.50  -0.749
C -2.15 3.50 -1.39  0.634
C -2.89 3.22 -0.09  0.430
O -2.24 3.24 1.04  -0.752
C -4.23 3.26 0.12  -0.727
C -5.05 3.49 -0.99  0.468
C -4.35 3.72 -2.41  0.419
O -5.17 3.84 -3.35  -0.707
O -6.30 3.64 -0.91  -0.769
O -0.89 3.65 -1.57  -0.836
H -2.50 4.10 -3.47  0.422
H -4.58 2.98 1.10  0.396
C -0.25 0.86 -3.83  -0.413
N -0.06 1.54 -5.12  1.099
O -1.08 1.61 -5.76  -0.588
O 1.08 1.83 -5.38  -0.586
H -1.02 1.36 -3.23  0.084
H 0.57 0.90 -3.10  0.040
H -0.50 -0.18 -4.00  0.324
C 3.85 1.07 5.63  -0.719
N 3.60 -0.34 5.27  0.878
O 3.74 -1.23 6.13  -0.537
O 3.42 -0.66 4.11  -0.488
H 2.91 1.62 5.58  0.220
H 4.50 1.60 4.93  0.289
H 4.18 1.04 6.67  0.333
C 5.98 0.67 -3.76  -0.721
N 4.76 -0.18 -3.74  0.831
O 4.84 -1.38 -3.73  -0.544
O 3.73 0.46 -3.60  -0.408
H 6.41 0.56 -2.76  0.276
H 5.73 1.71 -3.96  0.284
H 6.67 0.29 -4.51  0.297
C 1.07 -4.24 -2.07  -0.309
N 1.59 -4.75 -0.71  0.919
O 1.05 -4.42 0.32  -0.485
O 2.60 -5.43 -0.68  -0.594
H 0.22 -3.62 -1.79  -0.047
H 0.73 -5.08 -2.67  0.274
H 1.79 -3.63 -2.60  0.273
C -4.20 -4.64 -2.58  -0.786
N -2.73 -4.46 -2.32  0.727
O -1.94 -5.45 -2.45  -0.487
O -2.15 -3.32 -2.14  -0.380
H -4.64 -3.66 -2.42  0.340
H -4.62 -5.39 -1.91  0.279
H -4.42 -4.92 -3.61  0.291
Br -3.41 -4.30 1.27  -0.124
C -5.15 -3.80 2.04  -0.536
C -5.20 -2.38 2.59  -0.662
Br -3.64 -2.08 3.76  -0.113
H -5.39 -4.54 2.80  0.334
H -5.91 -3.88 1.26  0.354
H -6.13 -2.12 3.08  0.411
H -5.14 -1.69 1.75  0.353
Br 1.66 3.57 3.21  -0.206
C 0.97 4.88 1.87  -0.446
C 2.08 5.85 1.55  -0.469
Br 1.12 7.22 0.49  -0.155
H 0.09 5.22 2.41  0.414
H 0.72 4.30 0.99  0.156
H 2.92 5.51 0.95  0.357
H 2.49 6.33 2.44  0.375

Results
* charge: -1
* HOMO: -2.63 eV
* frontier orbital gap: 2.9 eV
* E: -344385.321 eV

[3]
Here is 11 unconnected molecules or ions with the total composition C73H167N9O17 from the Open Molecules 2025 dataset. Energies are from wB97M-V/def2-TZVPD.

Each line ends with the Mulliken charge.
Positions of all 266 atoms, in Å:
C 2.14 -10.11 0.10  -0.522
O 3.14 -9.31 0.71  -0.359
C 3.63 -8.24 0.00  -0.812
C 4.40 -7.11 0.76  -0.706
N 3.43 -6.52 1.68  -0.011
C 4.04 -5.38 2.40  0.015
C 3.31 -5.10 3.71  -1.023
O 2.14 -4.22 3.49  -0.085
C 1.48 -3.86 4.72  -1.001
H 2.48 -10.53 -0.84  0.348
H 1.28 -9.51 -0.18  0.091
H 1.83 -10.91 0.77  0.262
H 2.82 -7.77 -0.57  0.271
H 4.18 -8.66 -0.84  0.530
H 4.86 -6.35 0.12  0.347
H 5.11 -7.63 1.42  0.512
H 3.09 -7.13 2.40  0.231
H 4.19 -4.50 1.78  -0.269
H 4.98 -5.79 2.79  0.393
H 3.93 -4.68 4.51  0.428
H 2.96 -6.07 4.03  0.406
H 1.29 -4.78 5.27  0.380
H 0.58 -3.28 4.53  0.199
H 2.07 -3.13 5.27  0.389
C -9.36 1.46 0.00  -0.516
O -9.65 1.76 1.36  -0.383
C -9.51 0.67 2.22  -0.829
C -8.03 0.43 2.62  -0.278
N -7.16 -0.44 1.73  -0.255
C -5.74 -0.34 1.99  -0.425
C -5.36 -0.73 3.47  -0.214
O -5.65 -2.07 3.77  -0.410
C -5.10 -2.64 4.96  -0.852
H -8.30 1.23 -0.14  0.144
H -9.69 2.27 -0.65  0.241
H -10.03 0.62 -0.20  0.292
H -10.04 -0.21 1.87  0.403
H -10.11 0.96 3.08  0.362
H -8.10 -0.15 3.54  0.403
H -7.59 1.40 2.85  0.157
H -7.27 -1.43 1.90  0.350
H -5.50 0.72 1.88  0.124
H -5.16 -0.88 1.24  -0.101
H -5.86 -0.08 4.19  0.451
H -4.28 -0.64 3.57  0.493
H -5.81 -2.56 5.77  0.318
H -4.14 -2.19 5.21  0.349
H -4.91 -3.71 4.92  0.262
C 9.27 -2.75 2.63  -0.807
O 7.96 -2.24 2.19  -0.331
C 7.15 -3.28 1.59  -0.923
C 5.97 -2.66 0.77  0.608
N 6.50 -1.70 -0.19  -0.261
C 5.52 -0.71 -0.74  0.256
C 6.13 0.26 -1.70  -0.414
O 6.86 1.26 -1.01  -0.326
C 7.45 2.17 -2.01  -0.661
H 9.23 -3.70 3.14  0.303
H 9.84 -2.06 3.26  0.243
H 9.75 -3.04 1.69  0.357
H 6.88 -3.86 2.47  0.402
H 7.72 -4.00 1.01  0.455
H 5.32 -2.14 1.48  0.226
H 5.31 -3.40 0.32  -0.576
H 7.37 -1.29 0.10  0.437
H 5.10 -0.05 0.02  0.214
H 4.78 -1.17 -1.39  -0.310
H 5.37 0.82 -2.25  -0.309
H 6.75 -0.16 -2.48  0.608
H 7.86 1.65 -2.87  0.371
H 8.33 2.62 -1.54  0.323
H 6.74 2.88 -2.43  0.100
C 2.75 0.07 -6.81  -0.460
O 2.80 -0.89 -5.80  -0.438
C 2.63 -0.43 -4.44  0.313
C 2.66 -1.63 -3.52  -0.623
N 4.00 -2.21 -3.37  -0.158
C 3.97 -3.60 -2.87  -1.416
C 3.19 -3.85 -1.53  0.918
O 1.78 -3.80 -1.73  -0.422
C 0.96 -4.34 -0.80  1.012
H 3.33 0.95 -6.56  0.235
H 1.75 0.41 -7.06  0.009
H 3.20 -0.29 -7.75  0.335
H 1.77 0.23 -4.35  -0.362
H 3.55 0.10 -4.19  0.381
H 1.92 -2.31 -3.94  0.486
H 2.27 -1.41 -2.53  -0.004
H 4.24 -2.31 -4.35  0.381
H 5.01 -3.89 -2.70  0.416
H 3.56 -4.26 -3.64  0.531
H 3.52 -3.12 -0.79  -0.048
H 3.49 -4.77 -1.03  -0.337
H 1.36 -5.26 -0.36  -0.318
H -0.06 -4.48 -1.16  -0.148
H 0.97 -3.65 0.04  -0.273
C 2.41 3.47 6.48  -0.319
C 1.94 4.90 6.56  -0.042
O 2.19 5.56 5.34  -0.468
O 2.20 2.66 7.65  -0.561
H 3.47 3.48 6.20  0.448
H 1.96 2.93 5.64  -0.056
H 2.46 5.41 7.37  0.345
H 0.89 5.00 6.82  0.171
H 1.95 6.48 5.41  0.255
H 3.01 2.23 7.92  0.336
C 4.42 5.16 2.87  0.080
C 5.41 4.64 1.77  -0.265
O 6.73 4.70 2.21  -0.617
O 4.18 4.17 3.89  -0.509
H 3.48 5.39 2.36  -0.030
H 4.67 6.12 3.31  0.347
H 5.25 5.38 0.98  0.134
H 5.33 3.63 1.36  0.222
H 6.83 4.14 2.98  0.366
H 3.46 4.59 4.38  0.227
C -5.06 -1.14 -5.33  -1.624
C -4.05 -0.02 -5.01  1.838
C -2.70 -0.85 -5.03  -1.199
C -1.41 -0.02 -5.02  0.624
C -1.39 1.18 -5.93  -0.914
C -2.75 1.93 -6.15  1.852
N -3.97 1.06 -6.03  0.024
O -5.18 1.78 -6.26  -0.451
C -2.82 2.97 -4.96  -1.515
C -2.77 2.65 -7.50  -2.077
C -4.38 0.47 -3.61  -1.626
H -4.95 -1.98 -4.65  0.145
H -4.98 -1.55 -6.34  0.433
H -6.09 -0.76 -5.28  0.437
H -2.67 -1.44 -4.12  -0.065
H -2.63 -1.42 -5.96  0.632
H -0.53 -0.61 -5.30  0.877
H -1.32 0.35 -4.00  -0.814
H -0.97 0.99 -6.92  0.471
H -0.82 1.90 -5.35  -0.461
H -2.44 2.63 -4.00  0.053
H -2.22 3.80 -5.35  0.567
H -3.85 3.29 -4.82  0.299
H -1.93 3.30 -7.73  0.336
H -2.82 1.97 -8.35  0.454
H -3.65 3.30 -7.54  0.448
H -4.08 -0.26 -2.86  0.080
H -5.47 0.51 -3.56  0.554
H -3.93 1.41 -3.30  0.281
H -5.32 2.18 -5.40  0.396
C -4.98 -5.78 -1.58  -1.793
C -3.64 -5.04 -1.29  1.751
C -3.86 -3.97 -0.12  -0.813
C -3.84 -4.49 1.34  -0.928
C -2.65 -5.46 1.52  -0.952
C -2.54 -6.59 0.47  1.512
N -2.56 -5.96 -0.90  0.948
O -2.30 -6.79 -1.92  -0.587
C -1.17 -7.31 0.62  -1.785
C -3.61 -7.69 0.65  -1.998
C -3.23 -4.18 -2.57  -2.184
H -5.63 -5.10 -2.12  0.462
H -5.37 -6.09 -0.61  0.289
H -4.84 -6.72 -2.12  0.317
H -3.06 -3.24 -0.20  -0.537
H -4.77 -3.40 -0.31  0.897
H -4.78 -5.04 1.40  0.293
H -3.82 -3.71 2.10  0.383
H -2.69 -5.94 2.50  0.628
H -1.77 -4.81 1.54  0.061
H -1.00 -7.45 1.69  0.470
H -1.11 -8.25 0.06  0.404
H -0.27 -6.72 0.48  0.156
H -4.64 -7.36 0.75  0.344
H -3.57 -8.37 -0.20  0.423
H -3.45 -8.16 1.62  0.464
H -3.20 -4.85 -3.43  0.701
H -2.27 -3.65 -2.61  0.154
H -3.92 -3.36 -2.79  0.286
H -1.82 -6.28 -2.57  0.400
C 1.20 6.94 -1.89  -1.957
C 1.75 5.50 -2.12  2.449
C 0.59 4.51 -2.29  -1.329
C 1.02 3.14 -2.94  1.017
C 1.61 3.38 -4.30  -1.301
C 2.88 4.31 -4.17  2.447
N 2.61 5.50 -3.28  0.372
O 3.68 6.34 -3.18  -0.494
C 4.05 3.47 -3.62  -1.794
C 3.21 4.95 -5.50  -2.538
C 2.50 4.98 -0.80  -1.098
H 0.78 7.43 -2.77  0.427
H 2.10 7.51 -1.64  0.546
H 0.55 6.99 -1.01  0.101
H 0.13 4.25 -1.34  -0.375
H -0.19 4.96 -2.89  0.492
H 0.23 2.39 -2.88  -0.614
H 1.66 2.61 -2.24  0.145
H 0.90 3.90 -4.94  0.305
H 1.72 2.44 -4.84  0.137
H 4.11 2.44 -3.98  0.146
H 5.00 4.00 -3.71  0.496
H 3.91 3.26 -2.56  0.325
H 2.45 5.58 -5.95  0.441
H 4.00 5.70 -5.52  0.540
H 3.59 4.21 -6.21  0.363
H 3.50 5.41 -0.71  0.442
H 2.66 3.91 -0.93  -0.491
H 1.94 5.03 0.13  0.161
H 3.39 7.14 -3.63  0.370
C -0.03 -0.20 -1.08  -0.202
C -0.65 -0.05 0.40  1.724
C -0.42 -1.24 1.36  -0.208
C 0.92 -1.23 2.06  1.173
C 1.00 0.01 2.90  -1.842
C 0.89 1.31 2.01  2.141
N -0.28 1.19 1.07  0.616
O -0.64 2.38 0.42  1.054
C 0.53 2.41 2.97  -0.688
C 2.25 1.50 1.28  -0.770
C -2.24 -0.02 0.14  -0.985
H 1.05 -0.23 -0.95  -0.147
H -0.20 0.66 -1.72  -0.577
H -0.39 -1.10 -1.58  0.400
H -1.23 -1.25 2.08  0.236
H -0.37 -2.14 0.74  -0.515
H 1.77 -1.38 1.40  -0.105
H 0.83 -2.04 2.78  -0.819
H 1.98 0.14 3.36  0.653
H 0.23 -0.11 3.66  0.149
H -0.29 2.03 3.57  0.141
H 1.31 2.61 3.70  -0.428
H 0.22 3.36 2.53  -0.169
H 2.04 2.37 0.66  -0.443
H 3.04 1.83 1.96  0.671
H 2.52 0.60 0.73  -0.347
H -2.48 0.74 -0.60  0.172
H -2.82 0.31 1.00  0.039
H -2.66 -0.95 -0.23  -0.124
H -1.05 2.91 1.10  -0.582
C -3.33 2.13 3.79  -1.620
C -3.42 3.71 3.90  1.549
C -2.56 4.13 5.12  -1.051
C -2.23 5.64 5.15  -0.973
C -1.45 6.03 3.86  -1.727
C -2.26 5.68 2.62  2.318
N -2.68 4.33 2.68  1.040
O -3.15 3.82 1.45  -0.270
C -3.47 6.67 2.46  -1.603
C -1.24 5.95 1.49  -2.181
C -4.90 4.19 4.01  -1.649
H -2.32 1.81 4.03  0.082
H -3.55 1.76 2.79  -0.115
H -4.00 1.65 4.50  0.646
H -3.00 3.75 6.04  0.540
H -1.60 3.63 5.09  0.039
H -1.58 5.83 6.01  0.595
H -3.08 6.30 5.30  0.411
H -0.41 5.70 3.95  0.435
H -1.32 7.08 4.13  0.266
H -3.28 7.63 1.99  0.379
H -4.38 6.23 2.04  0.249
H -3.74 6.99 3.47  0.378
H -0.52 5.13 1.44  -0.143
H -1.85 6.06 0.59  0.584
H -0.74 6.92 1.54  0.543
H -5.32 3.70 4.89  0.413
H -5.45 3.92 3.11  0.359
H -5.04 5.27 4.06  0.303
H -4.01 4.22 1.28  0.269

Results
* charge: 0
* HOMO: -7.57 eV
* SMILES: CC1(C)CCCC(C)(C)N1O.CC1(C)CCCC(C)(C)N1O.CC1(C)CCCC(C)(C)N1O.CC1(C)CCCC(C)(C)N1O.CC1(C)CCCC(C)(C)N1O.COCCNCCOC.COCCNCCOC.COCCNCCOC.COCCNCCOC.OCCO.OCCO
* frontier orbital gap: 7.9 eV
* E: -126609.828 eV

Across the entries above, maximum force takes the values 1.0; 5.7; 4.2 eV/A, respectively.
Across the entries above, molecular weight takes the values 1020.964; 965.256; 1443.185 g mol⁻¹, respectively.